No. 1
Formula: C33H32N7O14
Source: the Open Molecules 2025 dataset
Level of theory: ωB97M-V with the def2-TZVPD basis set

Output
Kohn-Sham gap ... 6.62 eV
HOMO energy ... -6.41 eV

Structure (ORCA input):
```
! wB97M-V def2-TZVPD RIJCOSX def2/J DEFGRID3
* xyz -1 1
N -0.47407 1.22078 0.67321
O -0.71807 0.47478 -0.29079
O 0.47793 0.83178 1.38721
O -0.89207 2.31678 0.82421
C -4.33107 0.89978 0.14521
C -4.57107 2.28278 0.65921
C -5.98507 2.62578 1.10321
C -6.91507 1.47878 1.62421
C -6.43607 0.06478 1.32021
C -5.14507 -0.14622 0.53321
N -8.20107 1.74978 2.31721
O -8.70507 0.74778 2.92221
O -8.54307 2.95178 2.50121
H -3.30507 0.81578 -0.46579
H -3.87207 3.14678 0.36721
H -6.40407 3.70578 1.43821
H -6.77707 -0.64822 1.95021
H -4.90707 -1.16622 0.27921
C 2.41293 0.64378 5.29621
C 2.70993 1.67878 6.34521
C 2.84793 3.16478 5.83621
C 2.51393 3.45978 4.28521
C 2.49693 2.38278 3.27621
C 2.42793 0.98878 3.86721
N 2.28193 4.98478 3.97821
O 2.27093 5.80578 4.90621
O 2.65593 5.25478 2.82121
H 2.44993 -0.54222 5.58521
H 2.84193 1.33478 7.44421
H 2.93793 3.90378 6.53121
H 1.96293 2.67578 2.49521
H 2.28993 0.21978 3.21421
C 2.22493 2.52178 -1.62079
C 2.79293 3.81178 -1.00979
C 3.32693 4.84878 -1.88479
C 3.39593 4.62078 -3.39579
C 2.77293 3.26078 -3.99779
C 2.24493 2.31978 -2.97779
N 4.05493 5.58378 -4.30579
O 4.09693 5.35778 -5.50879
O 4.60993 6.52878 -3.68079
H 1.67793 1.84378 -0.96479
H 2.86793 3.95778 0.22921
H 3.58793 5.89678 -1.59579
H 3.12293 3.12478 -4.95979
H 1.88893 1.28778 -3.24479
C 0.52293 -3.65222 3.36421
C -0.05107 -2.46222 2.71221
C -0.98507 -2.65422 1.62621
C -1.77607 -3.95222 1.45521
C -1.07807 -5.16322 2.12221
C 0.10793 -4.96422 3.00621
N -2.99507 -4.25022 0.59921
O -3.54707 -5.39622 0.81921
O -3.54507 -3.25322 0.13221
H 1.10993 -3.47322 4.21421
H 0.15693 -1.47122 3.17921
H -1.55507 -1.80922 1.24821
H -1.37307 -6.12622 2.10621
H 0.31293 -5.77322 3.56121
C 2.48493 -1.36922 -0.97879
C 1.81293 -1.30722 -2.33779
C 2.61793 -1.89422 -3.48879
C 4.04693 -2.23622 -3.30579
C 4.74093 -2.19222 -1.95679
C 3.77693 -1.73022 -0.77279
N 4.93593 -2.84022 -4.34079
O 4.45193 -3.03622 -5.48379
O 6.01993 -3.15922 -4.06879
H 1.83093 -1.12622 0.01921
H 0.72993 -1.11322 -2.49379
H 2.24893 -1.77222 -4.49779
H 5.55893 -2.64422 -1.70679
H 4.21993 -1.65722 0.39621
C -2.68307 -2.25822 -4.81579
O -2.57207 -3.11722 -5.73879
N -2.25407 -2.65622 -3.56879
C -2.27107 -1.59322 -2.53879
C -1.87507 -4.03522 -3.30479
H -3.02807 -1.25122 -4.81579
H -2.10107 -1.82722 -1.50679
H -3.18207 -1.11022 -2.45079
H -1.71207 -0.53122 -2.63879
H -2.21107 -4.42922 -2.35879
H -0.82507 -4.09022 -3.49079
H -2.13007 -4.89522 -4.15279
*
```


No. 2
Formula: C33H33BBrF4IrN6OSSi
Source: the Open Molecules 2025 dataset
Level of theory: ωB97M-V with the def2-TZVPD basis set

Output
Kohn-Sham gap (spin up / spin down) ... 6.96 / 6.81 eV
HOMO energy (spin up / spin down) ... -9.36 / -11.69 eV
<S²> ... 8.8238

Structure (ORCA input):
```
! wB97M-V def2-TZVPD RIJCOSX def2/J DEFGRID3
* xyz 1 6
Ir -0.11074 0.02305 -0.42705
N -1.34188 -3.84653 -2.20779
C -0.95435 -2.75234 -1.53253
S 0.08218 -1.61596 -2.30787
N -1.39259 -2.65649 -0.27445
N -1.05978 -1.54865 0.35812
C -1.22550 -1.46221 1.78404
C -2.44574 -1.77426 2.48017
C -3.27572 -2.86053 2.14410
C -4.43248 -3.09694 2.85895
C -4.79993 -2.26125 3.90742
C -4.00275 -1.17370 4.23752
C -2.83937 -0.92648 3.53584
C -0.13893 -0.75687 2.37442
C 0.20585 -0.83291 3.73052
C 1.25809 -0.08672 4.20879
C 1.96135 0.74122 3.34101
C 1.59239 0.76632 2.01174
N 0.59364 0.02518 1.53813
H -1.00426 -4.01722 -3.13790
H -1.83918 -4.57276 -1.72027
H -2.99111 -3.52020 1.34591
H -5.05206 -3.94540 2.60357
H -5.71017 -2.45275 4.45780
H -4.29830 -0.50235 5.03119
H -2.25734 -0.03889 3.75173
H -0.35500 -1.49029 4.37721
H 1.53033 -0.14148 5.25317
H 2.76971 1.36799 3.68359
H 2.09451 1.40433 1.30063
C 0.57394 3.36531 -3.54282
Si 0.44668 3.25854 -1.65534
C -1.33436 3.57681 -1.22147
C 1.50165 4.51325 -0.75452
N 1.08550 1.56850 -1.21674
C 2.39080 1.30986 -1.46319
C 3.24075 2.23624 -2.14297
C 4.57051 2.00270 -2.36189
C 5.16150 0.82387 -1.90212
C 4.39654 -0.12342 -1.25246
C 3.04179 0.09281 -1.05242
O 2.26695 -0.81074 -0.40467
C 2.71977 -2.11271 -0.13929
C 3.00692 -2.97564 -1.18470
C 3.37678 -4.27706 -0.88228
C 3.44418 -4.69948 0.43838
C 3.15211 -3.81730 1.46718
C 2.78816 -2.50739 1.18437
H -0.39781 3.63898 -3.95465
H 0.87894 2.42703 -4.00745
H 1.28175 4.12991 -3.86391
H -1.41569 4.66640 -1.25967
H -1.64523 3.27701 -0.23136
H -2.03329 3.18755 -1.95672
H 1.12866 5.50570 -1.01448
H 2.56409 4.49066 -0.98430
H 1.37140 4.39274 0.31938
H 2.81788 3.15445 -2.51197
H 5.16396 2.73646 -2.88670
H 6.21672 0.64703 -2.05203
H 4.84597 -1.03678 -0.89491
H 2.94090 -2.63476 -2.20772
H 3.60886 -4.96413 -1.68418
H 3.72859 -5.71754 0.66420
H 3.21099 -4.14307 2.49628
H 2.57134 -1.80368 1.97524
F -0.09946 2.92417 1.92092
B -1.36834 2.39326 2.17171
F -1.62412 1.42456 1.08967
F -1.37482 1.67802 3.35560
F -2.35350 3.33693 2.11377
Br -5.79732 1.36302 -4.01780
C -4.23311 1.01071 -3.04600
C -4.30097 0.67471 -1.70410
C -3.12251 0.42519 -1.02516
N -1.92507 0.50092 -1.61505
C -1.87099 0.82004 -2.91278
C -2.99326 1.08369 -3.66751
H -5.24548 0.60844 -1.18526
H -3.13369 0.17557 0.02470
H -0.88618 0.86352 -3.35762
H -2.90025 1.34423 -4.71088
*
```


No. 3
Formula: C33H33N2
Source: the Open Molecules 2025 dataset
Level of theory: ωB97M-V with the def2-TZVPD basis set

Output
Kohn-Sham gap ... 4.84 eV
HOMO energy ... -9.99 eV

Structure (ORCA input):
```
! wB97M-V def2-TZVPD RIJCOSX def2/J DEFGRID3
* xyz 1 1
C 0.58925 4.59684 -1.02200
N 0.75198 3.16204 -1.18854
C -0.34100 2.38294 -1.33095
C -0.33466 1.01472 -1.46065
C -1.63904 0.50915 -1.94521
C -2.61108 1.70458 -1.69012
C -1.74074 2.94899 -1.42008
C 2.06704 2.64195 -1.42463
C 3.04861 2.71265 -0.42170
C 4.28481 2.09090 -0.60214
C 4.62712 1.55879 -1.84987
C 3.70246 1.59152 -2.89383
C 2.41486 2.09344 -2.67521
H 1.58697 5.04182 -0.99381
H 0.02102 5.03999 -1.85306
H 0.06827 4.81163 -0.08204
H 0.58588 0.43891 -1.48222
H -1.63813 0.28525 -3.02620
H -1.96343 -0.40788 -1.44905
H -3.28973 1.84640 -2.53946
H -3.21775 1.47602 -0.80361
H -2.05277 3.46133 -0.49606
H -1.87432 3.68644 -2.23481
H 2.80961 3.19045 0.53615
H 4.98499 2.02391 0.23636
H 5.60776 1.10609 -1.99265
H 3.97452 1.22232 -3.89082
H 1.67202 2.08702 -3.48403
C -5.64520 -3.44533 0.49855
N -4.57145 -3.36222 1.46929
C -4.59572 -4.34044 2.53766
C -3.37840 -2.70598 1.16567
C -3.33401 -1.29356 1.19227
C -2.13090 -0.64595 0.98578
C -0.96244 -1.37085 0.64100
C 0.31333 -0.70820 0.53904
C 1.46827 -1.30765 -0.10823
C 2.65397 -0.80373 0.51937
C 3.91788 -1.22923 0.13174
C 4.00190 -2.17436 -0.89529
C 2.85078 -2.62006 -1.57281
C 1.57737 -2.16925 -1.20051
C 2.24476 0.13661 1.54962
C 0.81097 0.21592 1.54308
C 0.16776 0.98939 2.50424
C 0.93992 1.66145 3.45670
C 2.34623 1.56870 3.45829
C 3.00945 0.82867 2.47316
C -1.06398 -2.77738 0.49381
C -2.23118 -3.44328 0.81423
H -5.55763 -2.62160 -0.22107
H -5.62222 -4.40187 -0.04694
H -6.60218 -3.37374 1.02819
H -3.87404 -4.03980 3.31029
H -5.60277 -4.35624 2.96857
H -4.34120 -5.35150 2.18453
H -4.24607 -0.74233 1.44404
H -2.09337 0.44219 1.02989
H 4.80061 -0.81411 0.62076
H 4.98280 -2.54413 -1.20497
H 2.95526 -3.33514 -2.39108
H 0.68643 -2.47891 -1.74980
H -0.91956 1.05535 2.52097
H 0.44587 2.25614 4.22526
H 2.92194 2.09629 4.22122
H 4.09834 0.77553 2.42045
H -0.21012 -3.35572 0.15688
H -2.30594 -4.53191 0.76642
*
```


The evaluated ΔE to the lowest compared entry with this formula, charge and spin for the records listed, in turn: 0.000 0.000 0.650 eV.